[1]
Formula: H9Na5O5
Source: OMol25
Level of theory: ωB97M-V/def2-TZVPD

Output
**Frontier orbital gap**: 4.9 eV
**LUMO**: -12.7 eV

The geometry in ORCA input format:
```
! wB97M-V def2-TZVPD RIJCOSX def2/J DEFGRID3
* xyz 4 1
Na 0.223 -2.436 3.826
Na 5.028 0.369 4.076
Na -1.502 4.006 -0.940
Na -0.858 2.209 5.534
Na 4.211 4.516 0.780
O 0.764 0.918 1.146
H -0.097 0.458 1.107
O 2.854 1.597 -2.735
H 2.538 1.325 -1.873
H 3.485 0.921 -2.983
O 2.353 -2.818 -0.809
H 2.905 -3.068 -0.068
H 1.961 -1.985 -0.546
O -3.001 -0.054 -3.532
H -3.653 -0.478 -2.975
H -2.804 -0.703 -4.208
O -5.057 -1.355 1.222
H -4.649 -1.240 2.081
H -4.701 -2.182 0.897
*
```

=====

[2]
Formula: C15H10N4O2S2
Source: OMol25
Level of theory: ωB97M-V/def2-TZVPD

Output
**Relative energy (zero: lowest compared OMol25 entry of this formula, charge and spin)**: 0.00 kcal/mol
**Frontier orbital gap**: 8.5 eV
**LUMO**: 0.1 eV
**SMILES string**: c1ccc(-c2nnc(CSc3nnc(-c4cccs4)o3)o2)cc1

The geometry in ORCA input format:
```
! wB97M-V def2-TZVPD RIJCOSX def2/J DEFGRID3
* xyz 0 1
C 7.155 1.038 0.234
C 6.970 0.002 -0.670
C 5.729 -0.587 -0.805
C 4.661 -0.136 -0.029
C 4.848 0.906 0.878
C 6.095 1.488 1.005
H 6.241 2.295 1.707
H 4.016 1.251 1.474
C 3.368 -0.759 -0.180
N 3.055 -1.726 -0.994
N 1.755 -1.998 -0.811
C 1.321 -1.195 0.106
O 2.296 -0.374 0.556
C -0.047 -1.105 0.641
H -0.041 -0.900 1.710
H -0.605 -2.012 0.421
S -0.935 0.286 -0.183
C -2.538 -0.249 0.148
N -2.901 -1.311 0.802
N -4.243 -1.319 0.800
C -4.643 -0.268 0.150
C -5.983 0.139 -0.107
C -6.404 1.250 -0.794
C -7.804 1.338 -0.859
C -8.422 0.302 -0.226
S -7.312 -0.809 0.466
H -9.474 0.126 -0.126
H -8.330 2.135 -1.353
H -5.726 1.962 -1.228
O -3.586 0.471 -0.299
H 5.559 -1.394 -1.500
H 7.798 -0.345 -1.269
H 8.127 1.497 0.337
*
```

=====

[3]
Formula: C3H2FN
Source: OMol25
Level of theory: ωB97M-V/def2-TZVPD

Output
**Relative energy (zero: lowest compared OMol25 entry of this formula, charge and spin)**: 189.38 kcal/mol
**Frontier orbital gap (alpha / beta)**: 8.8 / 8.8 eV
**LUMO (alpha / beta)**: -0.7 / -0.7 eV

The geometry in ORCA input format:
```
! wB97M-V def2-TZVPD RIJCOSX def2/J DEFGRID3
* xyz 0 1
C 0.084 -1.010 -0.063
C 1.034 -0.052 0.123
C -0.108 -0.013 0.905
N -1.917 1.536 -0.321
F 2.219 0.424 -0.177
H -0.150 -1.911 -0.674
H -1.161 1.025 0.207
*
```

=====

[4]
Formula: C23H28AuIN5O2
Source: OMol25
Level of theory: ωB97M-V/def2-TZVPD

Output
**Relative energy (zero: lowest compared OMol25 entry of this formula, charge and spin)**: 3.96 kcal/mol
**Frontier orbital gap (alpha / beta)**: 7.8 / 5.9 eV
**LUMO (alpha / beta)**: -8.9 / -10.9 eV

The geometry in ORCA input format:
```
! wB97M-V def2-TZVPD RIJCOSX def2/J DEFGRID3
* xyz 3 3
Au 11.091 9.685 9.798
C 11.845 9.760 14.624
C 10.703 8.975 14.070
N 9.833 8.493 14.929
C 8.811 7.772 14.495
C 8.621 7.416 13.117
C 7.345 6.572 12.762
O 6.568 7.264 11.760
C 9.465 7.991 12.161
C 9.246 7.580 10.763
N 10.010 7.777 9.748
C 9.528 7.334 8.481
C 8.709 6.221 8.425
C 8.181 5.791 7.246
C 8.474 6.443 6.075
C 9.362 7.484 6.115
C 9.893 7.955 7.268
I 11.119 9.689 7.135
C 10.577 8.802 12.618
O 11.397 9.445 11.926
H 12.212 9.180 15.495
H 11.454 10.744 15.000
H 12.608 9.956 13.874
H 8.110 7.424 15.252
H 6.773 6.437 13.657
H 7.664 5.604 12.391
H 5.720 7.544 12.152
H 8.263 7.139 10.553
H 8.560 5.649 9.327
H 7.579 4.892 7.272
H 8.008 6.176 5.124
H 9.607 7.952 5.152
N 16.335 9.694 11.361
C 15.814 10.928 10.645
C 14.296 10.878 10.578
N 13.776 9.630 10.003
C 14.306 8.475 10.724
C 15.825 8.423 10.738
H 16.094 9.741 12.341
H 17.384 9.716 11.338
H 16.300 10.962 9.674
H 16.157 11.795 11.189
H 13.985 11.715 9.971
H 13.847 11.010 11.560
H 14.048 9.570 9.022
H 13.944 7.543 10.266
H 13.872 8.543 11.731
H 16.315 8.344 9.772
H 16.137 7.602 11.379
C 8.619 13.929 9.861
C 8.280 12.888 10.703
C 9.121 11.782 10.724
N 10.262 11.739 10.011
C 10.617 12.810 9.257
C 9.794 13.904 9.151
H 7.941 14.775 9.774
H 7.363 12.931 11.288
H 8.872 10.906 11.294
H 11.553 12.788 8.701
H 10.095 14.721 8.475
*
```

=====

[5]
Formula: CHN2O2P
Source: OMol25
Level of theory: ωB97M-V/def2-TZVPD

Output
**Relative energy (zero: lowest compared OMol25 entry of this formula, charge and spin)**: 35.11 kcal/mol
**Frontier orbital gap (alpha / beta)**: 8.7 / 7.3 eV
**LUMO (alpha / beta)**: -2.1 / -2.1 eV

The geometry in ORCA input format:
```
! wB97M-V def2-TZVPD RIJCOSX def2/J DEFGRID3
* xyz 0 1
C 0.832 -1.636 -1.386
N 0.567 -2.462 -2.143
N -1.748 1.806 1.078
O -1.513 2.908 1.441
O -1.082 0.894 0.654
P 1.342 -0.325 -0.360
H 1.601 -1.185 0.716
*
```

=====

[6]
Formula: C41H33ClN2O4PV
Source: OMol25
Level of theory: ωB97M-V/def2-TZVPD

Output
**Relative energy (zero: lowest compared OMol25 entry of this formula, charge and spin)**: 0.00 kcal/mol
**Frontier orbital gap (alpha / beta)**: 8.1 / 8.0 eV
**LUMO (alpha / beta)**: 0.2 / -0.1 eV

The geometry in ORCA input format:
```
! wB97M-V def2-TZVPD RIJCOSX def2/J DEFGRID3
* xyz 0 3
V -0.590 -0.237 0.316
O -2.333 -1.025 0.532
C -3.240 -1.352 -0.342
C -4.589 -1.446 0.062
C -5.576 -1.779 -0.834
C -5.276 -2.063 -2.174
C -3.966 -2.005 -2.581
C -2.938 -1.639 -1.696
C -1.594 -1.585 -2.210
N -0.572 -1.096 -1.613
C 0.718 -1.145 -2.301
C 1.779 -1.356 -1.240
N 1.488 -0.387 -0.189
C 2.445 0.196 0.417
C 2.293 1.189 1.456
C 3.444 1.646 2.115
C 3.378 2.618 3.086
C 2.133 3.169 3.401
C 0.988 2.749 2.760
C 1.036 1.742 1.782
O -0.075 1.402 1.166
H -4.813 -1.236 1.100
H -6.603 -1.830 -0.494
H -6.059 -2.333 -2.870
H -3.705 -2.229 -3.610
H -1.458 -2.002 -3.211
H 0.734 -1.933 -3.057
H 0.883 -0.185 -2.795
H 1.670 -2.351 -0.808
H 2.788 -1.228 -1.639
H 3.474 -0.049 0.137
H 4.400 1.209 1.844
H 4.273 2.952 3.592
H 2.065 3.941 4.158
H 0.021 3.179 2.990
Cl -3.406 2.192 1.399
C -2.407 3.562 1.013
C -2.452 4.665 1.846
C -1.677 5.775 1.547
C -0.880 5.780 0.414
C -0.850 4.671 -0.419
C -1.603 3.536 -0.131
P -1.631 2.025 -1.168
C -0.226 2.263 -2.317
C -0.370 2.041 -3.687
C 0.738 2.032 -4.524
C 2.008 2.242 -4.004
C 2.163 2.457 -2.641
C 1.058 2.462 -1.803
C -3.081 2.413 -2.218
C -4.210 1.604 -2.168
C -5.340 1.927 -2.913
C -5.346 3.060 -3.708
C -4.224 3.883 -3.756
C -3.103 3.563 -3.012
H -3.091 4.648 2.719
H -1.704 6.639 2.197
H -0.282 6.650 0.175
H -0.226 4.687 -1.303
H -1.355 1.871 -4.104
H 0.608 1.863 -5.585
H 2.871 2.238 -4.657
H 3.150 2.618 -2.224
H 1.196 2.610 -0.739
H -4.218 0.724 -1.539
H -6.212 1.288 -2.865
H -6.225 3.312 -4.288
H -4.230 4.774 -4.370
H -2.234 4.211 -3.044
O 0.196 -3.164 0.722
C 0.141 -2.557 1.790
O -0.067 -1.289 1.893
C 0.340 -3.279 3.095
C 0.553 -4.652 3.086
C 0.744 -5.336 4.277
C 0.725 -4.647 5.483
C 0.513 -3.275 5.496
C 0.319 -2.591 4.304
H 0.562 -5.166 2.134
H 0.908 -6.406 4.268
H 0.875 -5.180 6.414
H 0.497 -2.737 6.436
H 0.150 -1.523 4.292
*
```

=====

[7]
Formula: C3H7NO4
Source: OMol25
Level of theory: ωB97M-V/def2-TZVPD

Output
**Relative energy (zero: lowest compared OMol25 entry of this formula, charge and spin)**: 120.60 kcal/mol
**Frontier orbital gap**: 10.2 eV
**LUMO**: -1.0 eV
**SMILES string**: O=C(O)[N+](=O)[O-].CC

The geometry in ORCA input format:
```
! wB97M-V def2-TZVPD RIJCOSX def2/J DEFGRID3
* xyz 0 1
C 1.229 -0.138 -0.494
C 0.366 -0.967 -1.431
H -0.442 -1.448 -0.881
H 1.573 -0.712 0.363
H 2.126 0.218 -1.010
H 0.875 0.953 -0.279
H -0.064 -0.343 -2.214
H 0.958 -1.750 -1.904
N -0.626 0.241 1.888
C -0.769 1.199 0.600
O -1.822 0.812 -0.058
O -1.292 -0.781 1.805
O 0.190 0.524 2.715
O -0.192 2.258 0.598
H -2.111 -0.065 0.302
*
```

=====

[8]
Formula: C25H32BrF5NO7
Source: OMol25
Level of theory: ωB97M-V/def2-TZVPD

Output
**Relative energy (zero: lowest compared OMol25 entry of this formula, charge and spin)**: 0.00 kcal/mol
**Frontier orbital gap (alpha / beta)**: 9.1 / 9.8 eV
**LUMO (alpha / beta)**: 0.5 / 0.3 eV

The geometry in ORCA input format:
```
! wB97M-V def2-TZVPD RIJCOSX def2/J DEFGRID3
* xyz 0 2
C 0.896 -0.581 1.811
C -0.205 0.410 1.334
C -1.295 0.298 2.420
C -0.726 -0.144 -0.020
C -1.045 0.867 -1.160
Br 0.090 0.313 -2.709
C -2.512 0.669 -1.663
F -2.787 -0.633 -1.887
F -2.575 1.281 -2.900
C -3.568 1.346 -0.827
C -4.060 2.592 -1.123
C -4.991 3.208 -0.343
C -5.472 2.577 0.785
C -5.020 1.319 1.068
C -5.542 0.610 2.298
F -4.487 0.283 3.104
F -6.314 1.411 3.043
F -6.175 -0.537 2.038
C -4.084 0.709 0.275
C -0.718 2.360 -0.905
C -0.334 2.766 0.541
C 0.610 3.992 0.403
C -1.557 3.307 1.316
N 0.428 1.744 1.279
O 1.673 1.704 0.958
H 0.352 -1.477 2.128
H 1.380 -0.194 2.708
H 1.583 -0.850 1.013
H -1.632 -0.741 2.428
H -0.890 0.516 3.410
H -2.168 0.917 2.220
H 0.002 -0.862 -0.386
H -1.619 -0.738 0.184
H -3.664 3.095 -1.999
H -5.360 4.200 -0.571
H -6.188 3.095 1.407
H -3.722 -0.281 0.536
H -1.520 3.027 -1.222
H 0.130 2.630 -1.530
H 0.993 4.231 1.398
H 0.029 4.865 0.093
H 1.398 3.831 -0.328
H -1.817 4.263 0.857
H -1.325 3.496 2.366
H -2.443 2.679 1.213
C 1.133 -4.988 -4.130
C 0.771 -3.806 -4.994
C 1.398 -3.813 -6.366
O 1.461 -2.417 -6.674
C 1.543 -1.749 -5.493
O 1.795 -0.595 -5.386
O 1.298 -2.586 -4.451
H 0.763 -4.845 -3.115
H 0.708 -5.907 -4.533
H 2.217 -5.102 -4.061
H -0.316 -3.703 -5.055
H 0.802 -4.344 -7.105
H 2.415 -4.214 -6.369
C 5.698 0.151 3.438
C 5.541 -1.317 3.749
C 6.100 -2.241 2.698
O 5.291 -3.409 2.868
C 4.095 -3.001 3.367
O 3.130 -3.687 3.447
O 4.154 -1.697 3.758
H 5.152 0.754 4.163
H 6.749 0.441 3.460
H 5.287 0.387 2.455
H 5.956 -1.541 4.736
H 7.151 -2.475 2.852
H 5.959 -1.867 1.681
*
```

=====

| no. | strongest force on any atom (eV/A) |
| --- | --- |
| 1 | 1.01 |
| 2 | 1.84 |
| 3 | 3.18 |
| 4 | 2.55 |
| 5 | 1.20 |
| 6 | 0.20 |
| 7 | 3.96 |
| 8 | 2.04 |